# C5H9NOS

A structure of composition C5H9NOS at a distorted geometry (ωB97M-V/def2-TZVPD, the Open Molecules 2025 dataset).

The multiplicity is 1. As for the energy relative to the best compared isomer or geometry (same formula, charge and spin): 871.8 kJ/mol. The calculation puts the HOMO energy at -8.4 eV.

Geometry as XYZ:
```
17
Properties=species:S:1:pos:R:3:lowdin_charge:R:1
H -4.36 -0.33 0.31 -0.0929
O -0.53 -0.50 -1.02 -0.0852
N -2.25 0.64 0.22 -0.2935
C -0.09 1.62 0.28 -0.1356
S -3.19 -0.66 -0.48 0.6725
H 1.89 -1.79 0.78 0.0323
C 1.99 0.08 -0.97 0.0680
C 0.87 -1.65 0.67 -0.0500
H 0.57 -2.70 0.28 0.1160
H 1.27 1.16 0.44 0.1569
H 1.63 0.85 -1.72 0.0947
H 0.24 -1.61 1.69 0.1503
H -0.42 2.22 1.62 0.1700
C 0.81 -0.68 -0.47 -0.3373
H 2.93 0.01 -0.69 0.0058
C -1.08 0.59 -0.36 -0.6198
H -0.28 2.73 -0.59 0.1479
```